No. 1
C26H74N9O13P3S3V as an isolated structure in a non-equilibrium geometry, computed with ωB97M-V/def2-TZVPD.

Output
Charge: +1
LUMO level (spin up / spin down) (eV): -5.3 / -7.0
Molecular weight (g mol⁻¹): 961.0
HOMO energy (spin up / spin down) (eV): -9.88 / -9.88
DFT total energy (eV): -154237.2519
Gap between HOMO and LUMO (spin up / spin down) (eV): 4.54 / 2.92
Spin multiplicity: 3

Each line ends with the Löwdin charge.
Atoms and positions in Å:
O 17.66793 27.24920 -18.37161  -0.27
V 17.58585 27.27592 -20.01572  1.34
O 18.47837 22.92671 -20.67620  0.11
C 17.98947 24.06470 -21.07253  -0.80
O 17.65642 25.00500 -20.30301  -0.06
O 17.98436 24.11253 -22.31304  0.03
H 18.71674 22.94880 -21.60587  0.07
O 17.82173 26.43602 -24.01733  0.11
C 17.44224 27.53178 -23.35728  -0.79
O 17.15769 27.43809 -22.17375  -0.09
O 17.69065 28.67069 -23.87511  0.02
H 17.85974 25.76472 -23.33213  0.05
O 17.83248 21.46916 -14.08354  -0.26
P 17.34413 22.26909 -15.26551  0.69
N 16.28295 21.35044 -16.36053  -0.23
C 15.62416 22.04226 -17.53423  -0.05
C 16.24631 19.90997 -16.21316  -0.08
N 18.60091 23.00964 -16.27806  -0.13
C 18.48938 23.58723 -17.63000  -0.07
C 19.84063 22.29937 -16.26200  -0.09
N 16.41867 23.58140 -14.66495  -0.30
C 15.27854 23.34926 -13.68536  -0.06
C 16.66587 24.98546 -15.00291  -0.10
H 14.68614 21.54008 -17.77094  0.11
H 16.33608 22.02273 -18.35940  0.07
H 15.63711 23.07700 -17.19181  0.05
H 15.52580 19.74651 -15.41176  0.10
H 17.29298 19.65658 -16.04471  0.07
H 15.89793 19.34360 -17.07685  0.10
H 17.51358 24.07245 -17.60811  0.06
H 19.16274 24.38180 -17.95147  0.11
H 18.25629 22.79884 -18.34569  0.07
H 19.58396 21.29060 -16.58545  0.09
H 20.68877 22.81215 -16.71567  0.11
H 20.18477 22.04172 -15.26037  0.10
H 14.66959 22.49547 -13.98256  0.07
H 15.50856 23.23008 -12.62659  0.09
H 14.60912 24.20266 -13.79347  0.08
H 16.00236 25.18177 -15.84512  0.08
H 17.71445 25.25462 -15.12990  0.08
H 16.46390 25.54163 -14.08749  0.10
O 21.88554 20.12654 -17.52316  -0.31
P 21.69569 18.86999 -18.29206  0.71
N 23.25157 18.30109 -18.99487  -0.27
C 23.82112 19.11928 -19.96409  -0.21
C 23.90376 16.90328 -18.96144  -0.06
N 20.54397 19.06940 -19.57918  -0.29
C 20.46219 18.16840 -20.75371  -0.12
C 19.24689 19.83395 -19.39587  -0.07
N 20.96269 17.52990 -17.34783  -0.31
C 20.39691 16.36390 -18.02183  -0.12
C 20.29216 17.79474 -16.09184  -0.14
H 23.48023 20.12656 -19.72476  0.06
H 23.45522 19.03589 -20.98745  0.08
H 24.86819 19.41578 -19.90206  0.10
H 23.39375 16.17646 -19.59368  0.07
H 24.02116 16.50502 -17.95362  0.07
H 24.96315 16.95547 -19.21257  0.08
H 19.79003 17.31594 -20.65573  0.08
H 20.15410 18.74585 -21.62534  0.07
H 21.46734 17.88822 -21.06878  0.07
H 19.43871 20.88510 -19.18051  0.04
H 18.76806 19.79507 -20.37429  0.07
H 18.62623 19.32464 -18.65865  0.07
H 20.17884 15.51723 -17.37091  0.10
H 19.50712 16.73245 -18.53226  0.06
H 20.97147 16.22358 -18.93741  0.06
H 20.59410 18.75919 -15.68346  0.07
H 20.44835 16.98689 -15.37694  0.09
H 19.21326 17.87059 -16.22720  0.06
O 15.81347 21.36371 -26.46014  -0.27
P 15.56175 20.42826 -25.37520  0.58
N 14.41225 19.18058 -25.68531  -0.32
C 13.28412 19.28773 -26.52898  -0.15
C 14.29723 17.91249 -24.88792  -0.09
N 14.94979 21.15465 -23.96337  -0.29
C 14.97548 20.42161 -22.64403  -0.11
C 14.54756 22.58353 -23.89869  -0.10
N 17.02252 19.71473 -24.73394  -0.29
C 17.66811 18.68883 -25.57893  -0.11
C 18.07097 20.57889 -24.11737  -0.11
H 12.61657 19.97508 -26.00934  0.08
H 12.66764 18.42271 -26.77349  0.09
H 13.57382 19.87585 -27.39978  0.08
H 13.63823 18.20505 -24.07047  0.08
H 15.32543 17.65193 -24.63689  0.06
H 13.87072 17.17637 -25.56932  0.08
H 13.98653 20.48569 -22.19020  0.07
H 15.21293 19.36828 -22.79312  0.06
H 15.66181 20.84296 -21.90951  0.06
H 14.90113 23.06447 -24.81072  0.07
H 13.51417 22.82870 -23.65357  0.07
H 15.24150 23.05631 -23.20370  0.05
H 18.03368 19.15678 -26.49298  0.09
H 18.51530 18.25903 -25.04447  0.08
H 16.97702 17.89704 -25.86800  0.07
H 18.69188 19.92183 -23.50839  0.06
H 17.74581 21.45209 -23.55179  0.07
H 18.84292 20.87857 -24.82617  0.05
C 14.39638 24.23929 -19.93215  -0.22
S 14.19716 26.05337 -19.98616  1.00
O 15.59291 26.63320 -19.76737  -0.66
C 13.99844 26.38329 -21.79706  -0.16
H 14.75920 23.77107 -19.01714  0.02
H 15.02999 23.90536 -20.75381  0.05
H 13.43979 23.81254 -20.23370  0.06
H 14.94875 26.21394 -22.30335  0.06
H 13.57791 27.38312 -21.68936  0.06
H 13.26650 25.65231 -22.14063  0.06
C 23.34307 24.48433 -21.53803  -0.27
S 22.88697 24.44829 -19.77863  0.86
O 22.17520 25.78356 -19.61340  -0.59
C 21.55587 23.10909 -19.53648  -0.22
H 24.10075 25.20697 -21.84107  0.06
H 22.48126 24.65290 -22.18374  0.03
H 23.76653 23.56300 -21.93795  0.05
H 20.59998 23.63281 -19.54554  0.01
H 21.66213 22.34180 -18.76962  0.02
H 21.43007 22.47462 -20.41381  0.04
C 20.83550 22.93879 -23.93850  -0.27
S 20.86135 23.39204 -25.71273  0.84
O 20.53934 22.10364 -26.39102  -0.58
C 19.23493 24.28905 -25.86037  -0.20
H 21.70450 22.39759 -23.56429  0.05
H 20.05389 22.19782 -23.77072  0.02
H 20.68123 23.87827 -23.40777  0.03
H 19.30852 25.29598 -25.44955  0.03
H 18.69534 23.67827 -25.13658  0.03
H 18.94927 24.34021 -26.91103  0.07

=====

No. 2
A 2-piece molecular cluster, C3H8NO2 overall in a non-equilibrium geometry, computed with ωB97M-V/def2-TZVPD.

Output
Charge: +1
LUMO level (eV): -4.0
Molecular weight (g mol⁻¹): 90.1
HOMO energy (eV): -14.68
Relative energy (zero: lowest compared OMol25 entry of this formula, charge and spin) (kcal per mole): 34.8
DFT total energy (eV): -8818.4436
Gap between HOMO and LUMO (eV): 10.72

Each line ends with the Löwdin charge.
Atoms and positions in Å:
C 1.84996 -0.38384 -1.74430  -0.05
C 1.19102 0.89690 -1.63016  -0.24
C -1.38199 -0.19843 1.33672  -0.21
N -2.28849 -0.38259 2.25137  0.23
O 0.88824 1.24991 -0.49114  -0.01
O -0.17639 0.01522 1.57533  0.18
H 2.53082 -0.67492 -2.65151  0.14
H 1.00187 -1.09282 -1.77581  0.10
H 0.79706 1.43382 -2.50395  0.14
H -1.70710 -0.27769 0.29184  0.18
H -3.31878 -0.27223 2.11069  0.18
H -2.00202 -0.12585 3.17034  0.14
H 0.33676 0.47912 0.82236  0.11
H 2.27903 -0.66660 -0.76177  0.10

=====

No. 3
A 2-piece molecular cluster, C2H7N5 overall in a non-equilibrium geometry, computed with ωB97M-V/def2-TZVPD.

Output
Charge: 0
LUMO level (eV): 0.8
Molecular weight (g mol⁻¹): 101.1
HOMO energy (eV): -9.28
Relative energy (zero: lowest compared OMol25 entry of this formula, charge and spin) (kcal per mole): 0.0
DFT total energy (eV): -9638.0386
Structure (SMILES): N=C(N)N.N#CN
Gap between HOMO and LUMO (eV): 10.05

Each line ends with the Löwdin charge.
Atoms and positions in Å:
N -1.04220 -0.06833 -1.02383  0.07
C -0.44128 0.81849 -0.32453  -0.63
N -0.55799 0.73009 1.06136  0.11
N 0.22945 1.93101 -0.78470  0.13
H -0.89958 0.04092 -2.02193  0.05
H -0.36662 1.55895 1.60006  0.09
H -1.34326 0.18675 1.38226  0.10
H 0.48600 1.91887 -1.75967  0.10
H 0.94556 2.31557 -0.18869  0.09
N 2.21075 -0.91308 0.56535  0.11
C 1.22005 -1.51520 0.59561  -0.45
N 0.20933 -2.29788 0.25838  0.08
H -0.17104 -2.89643 0.97527  0.09
H -0.47918 -1.80972 -0.33493  0.05

=====

No. 4
C6H12N2PSTc as an isolated structure in a non-equilibrium geometry, computed with ωB97M-V/def2-TZVPD.

Output
Charge: +1
LUMO level (spin up / spin down) (eV): -2.9 / -4.1
Molecular weight (g mol⁻¹): 273.2
HOMO energy (spin up / spin down) (eV): -10.02 / -11.29
Relative energy (zero: lowest compared OMol25 entry of this formula, charge and spin) (kcal per mole): 0.0
DFT total energy (eV): -31711.6005
Gap between HOMO and LUMO (spin up / spin down) (eV): 7.11 / 7.23
Spin multiplicity: 4

Each line ends with the Löwdin charge.
Atoms and positions in Å:
C 0.33750 0.18520 -2.79835  -0.23
C -0.87318 -0.57152 -2.81428  -0.17
C -0.68053 -1.76713 -2.03137  -0.18
C 0.69496 -1.78599 -1.56140  -0.26
C 1.31819 -0.54519 -1.99463  -0.27
Tc -0.22912 -0.06446 -0.63963  0.68
P -0.50794 2.20780 -0.56493  0.61
H 0.54757 1.07639 -3.38448  0.11
H -1.77514 -0.31398 -3.34921  0.11
H -1.42423 -2.52616 -1.83531  0.11
H 2.35526 -0.26483 -1.86212  0.11
H 1.16338 -2.59093 -1.02394  0.10
H -1.50107 2.59698 0.38571  -0.10
H -0.98934 2.96698 -1.67029  -0.08
H 0.57307 3.04867 -0.16682  -0.09
N -0.06188 -1.24666 3.63594  0.15
C 0.27657 -0.30914 2.75222  -0.80
N 0.03276 0.94399 3.13642  0.12
S 1.03166 -0.58994 1.19581  0.61
H -0.27030 -0.98847 4.57346  0.12
H 0.01941 -2.23233 3.42605  0.13
H 0.12723 1.70182 2.47229  0.09
H -0.16481 1.06890 4.11885  0.13